{"formula": "C53H107NO23S11", "method": "ωB97M-V/def2-TZVPD", "energy_ev": -224449.7589, "de_lowest_kj_mol": 1012.2, "symbols": ["C", "C", "C", "C", "C", "C", "C", "C", "C", "N", "O", "H", "H", "H", "H", "H", "H", "H", "H", "H", "H", "H", "H", "H", "H", "H", "H", "H", "H", "H", "O", "S", "O", "C", "C", "C", "C", "H", "H", "H", "H", "H", "H", "H", "H", "O", "S", "O", "C", "C", "C", "C", "H", "H", "H", "H", "H", "H", "H", "H", "O", "S", "O", "C", "C", "C", "C", "H", "H", "H", "H", "H", "H", "H", "H", "O", "S", "O", "C", "C", "C", "C", "H", "H", "H", "H", "H", "H", "H", "H", "O", "S", "O", "C", "C", "C", "C", "H", "H", "H", "H", "H", "H", "H", "H", "O", "S", "O", "C", "C", "C", "C", "H", "H", "H", "H", "H", "H", "H", "H", "O", "S", "O", "C", "C", "C", "C", "H", "H", "H", "H", "H", "H", "H", "H", "O", "S", "O", "C", "C", "C", "C", "H", "H", "H", "H", "H", "H", "H", "H", "O", "S", "O", "C", "C", "C", "C", "H", "H", "H", "H", "H", "H", "H", "H", "O", "S", "O", "C", "C", "C", "C", "H", "H", "H", "H", "H", "H", "H", "H", "O", "S", "O", "C", "C", "C", "C", "H", "H", "H", "H", "H", "H", "H", "H"], "positions_angstrom": [[-0.513, -0.422, -1.208], [1.011, 0.067, -0.975], [1.574, -0.063, -2.480], [0.976, 1.572, -0.481], [0.755, 1.693, 0.990], [1.877, 0.858, 1.679], [1.976, -0.698, 1.343], [3.299, -1.300, 1.854], [0.864, -1.504, 2.026], [1.921, -0.805, -0.122], [2.259, -2.129, -0.566], [-0.932, -0.610, -0.220], [-1.073, 0.326, -1.768], [-0.648, -1.300, -1.839], [1.634, -1.074, -2.882], [1.141, 0.525, -3.289], [2.588, 0.324, -2.387], [1.910, 2.072, -0.738], [0.144, 2.049, -0.999], [0.732, 2.734, 1.314], [-0.221, 1.272, 1.230], [1.834, 1.054, 2.750], [2.914, 1.178, 1.582], [3.393, -1.218, 2.937], [4.183, -0.779, 1.486], [3.451, -2.359, 1.644], [0.993, -1.218, 3.070], [1.226, -2.518, 1.854], [-0.064, -1.228, 1.527], [3.216, -2.179, -0.628], [8.026, 3.292, -8.111], [8.561, 4.055, -9.217], [9.643, 3.536, -10.069], [7.242, 4.764, -10.419], [7.850, 6.067, -11.029], [8.351, 6.775, -9.798], [9.011, 5.790, -8.793], [6.363, 4.818, -9.777], [7.134, 3.938, -11.121], [8.721, 6.013, -11.683], [6.997, 6.620, -11.421], [7.419, 7.201, -9.427], [8.922, 7.700, -9.878], [8.420, 5.818, -7.878], [9.972, 5.851, -8.283], [-0.050, 6.591, -7.573], [-0.370, 7.976, -7.161], [0.639, 9.034, -7.012], [-1.681, 8.750, -8.306], [-2.909, 8.753, -7.558], [-2.674, 8.892, -6.082], [-1.432, 7.929, -5.746], [-1.572, 8.137, -9.201], [-1.418, 9.781, -8.543], [-3.510, 9.611, -7.861], [-3.446, 7.807, -7.491], [-3.569, 8.689, -5.492], [-2.528, 9.967, -5.972], [-1.819, 6.916, -5.634], [-0.771, 8.144, -4.906], [-5.812, -6.347, -8.064], [-6.502, -5.228, -8.674], [-7.872, -5.408, -9.253], [-6.208, -3.796, -7.664], [-4.784, -3.381, -8.059], [-4.551, -3.539, -9.599], [-5.398, -4.753, -10.079], [-6.623, -3.787, -6.656], [-6.630, -2.923, -8.162], [-4.532, -2.369, -7.740], [-4.020, -3.944, -7.523], [-3.531, -3.785, -9.893], [-4.855, -2.637, -10.128], [-4.831, -5.572, -10.522], [-6.202, -4.323, -10.677], [2.083, -10.079, 8.941], [2.444, -9.063, 9.872], [3.888, -9.012, 10.212], [1.678, -7.401, 9.496], [0.304, -7.559, 10.045], [0.278, -8.410, 11.391], [1.447, -9.327, 11.386], [1.870, -7.212, 8.439], [2.345, -6.811, 10.125], [-0.209, -6.620, 10.254], [-0.374, -8.007, 9.319], [-0.554, -9.101, 11.527], [0.150, -7.900, 12.346], [1.373, -10.388, 11.624], [2.096, -8.990, 12.194], [-6.995, 3.560, -3.474], [-8.281, 3.852, -2.750], [-8.752, 5.267, -2.741], [-9.479, 2.748, -3.531], [-9.668, 1.624, -2.369], [-8.359, 1.676, -1.416], [-8.142, 3.121, -1.191], [-9.040, 2.557, -4.511], [-10.418, 3.302, -3.559], [-10.590, 1.898, -1.855], [-10.001, 0.689, -2.820], [-7.552, 1.131, -1.906], [-8.616, 1.159, -0.491], [-7.218, 3.270, -0.633], [-8.951, 3.579, -0.622], [10.423, 3.356, -0.718], [10.580, 2.192, 0.120], [10.034, 2.141, 1.458], [9.962, 0.663, -0.740], [10.805, -0.414, -0.047], [12.224, 0.106, -0.067], [12.212, 1.634, 0.131], [10.182, 0.709, -1.806], [8.877, 0.580, -0.672], [10.513, -0.731, 0.954], [10.763, -1.329, -0.638], [12.641, -0.151, -1.041], [12.770, -0.401, 0.729], [12.707, 2.069, -0.737], [12.743, 2.097, 0.963], [0.999, -11.466, -2.720], [-0.251, -11.261, -3.426], [-1.614, -11.523, -2.902], [-0.138, -9.722, -4.337], [0.071, -9.945, -5.837], [-0.466, -11.332, -6.082], [-0.129, -12.282, -4.911], [0.677, -9.267, -3.774], [-0.959, -9.112, -3.961], [-0.390, -9.024, -6.193], [1.063, -9.841, -6.276], [-0.391, -11.782, -7.072], [-1.534, -11.143, -5.979], [0.952, -12.420, -4.927], [-0.702, -13.209, -4.923], [-8.181, 1.446, 9.975], [-7.260, 0.565, 9.242], [-7.018, -0.837, 9.578], [-7.815, 0.623, 7.531], [-6.656, 0.837, 6.584], [-5.305, 0.782, 7.452], [-5.612, 1.438, 8.788], [-8.288, 1.604, 7.573], [-8.653, -0.059, 7.381], [-6.648, -0.116, 6.054], [-6.722, 1.669, 5.883], [-4.560, 1.336, 6.881], [-4.913, -0.233, 7.508], [-5.977, 2.456, 8.656], [-4.995, 1.404, 9.685], [-8.559, -5.397, -0.074], [-8.501, -5.834, 1.355], [-9.155, -5.074, 2.455], [-8.900, -7.669, 1.483], [-7.624, -8.389, 1.285], [-6.389, -7.503, 1.641], [-6.742, -5.996, 1.794], [-9.879, -7.882, 1.054], [-9.161, -7.750, 2.539], [-7.587, -9.168, 2.046], [-7.601, -9.008, 0.388], [-5.526, -7.702, 1.006], [-6.093, -7.856, 2.629], [-6.210, -5.222, 1.241], [-6.603, -5.878, 2.869], [2.957, 0.350, 13.855], [2.254, 0.595, 12.696], [1.191, -0.267, 12.235], [1.616, 2.279, 12.624], [1.778, 2.641, 11.106], [3.157, 2.345, 10.630], [3.535, 1.008, 11.403], [2.323, 2.900, 13.174], [0.638, 2.413, 13.086], [1.101, 2.086, 10.457], [1.500, 3.646, 10.788], [3.956, 3.042, 10.885], [3.374, 2.320, 9.562], [4.426, 1.192, 12.003], [3.598, 0.072, 10.849], [2.457, 10.778, 2.372], [3.692, 11.361, 1.829], [4.227, 12.664, 2.317], [5.098, 10.100, 1.862], [5.488, 9.929, 0.415], [5.128, 11.226, -0.312], [3.635, 11.514, 0.033], [4.826, 9.158, 2.338], [5.935, 10.398, 2.495], [6.548, 9.694, 0.327], [4.889, 9.152, -0.060], [5.029, 11.092, -1.390], [5.661, 12.168, -0.182], [3.014, 10.631, -0.116], [3.126, 12.448, -0.204]], "forces_ev_per_angstrom": [[1.025, 0.156, 1.100], [-0.894, -1.686, -2.734], [1.216, 0.830, 1.292], [0.087, -1.144, -0.970], [1.060, -1.360, 0.411], [0.460, -0.511, 0.882], [-0.668, 0.763, -0.134], [0.606, 0.683, 0.217], [1.370, 0.682, -0.565], [0.708, 1.406, -0.388], [-1.662, 0.479, -0.064], [-0.593, 0.040, -0.228], [0.070, 0.412, 0.413], [0.621, -0.353, 0.340], [-0.145, -0.144, 0.602], [-0.708, 0.332, 0.545], [0.361, -0.164, -0.294], [0.072, -0.059, -0.211], [0.188, 0.036, -0.345], [0.255, -0.038, 0.079], [-0.062, -0.112, 0.267], [-0.630, -0.751, 0.432], [-0.054, 0.775, -1.184], [-0.354, 0.113, 0.159], [-0.026, 0.179, -0.337], [-0.415, 0.029, -0.209], [-0.842, -0.368, 0.170], [-1.001, -0.323, 0.184], [-0.223, -0.462, 0.659], [0.176, 0.563, -0.089], [0.214, 0.424, -0.506], [0.870, 1.990, -2.964], [-1.176, -0.009, 1.128], [1.768, -1.793, 0.113], [-0.176, -0.704, 1.076], [0.010, 0.966, 1.429], [-1.653, -0.835, 2.060], [-0.138, 0.668, -0.332], [-0.228, 0.141, -0.122], [-0.636, -0.947, -0.617], [0.416, 0.110, -0.526], [0.017, -0.311, 1.113], [0.552, -0.345, -0.755], [-0.466, 0.363, 0.187], [0.621, 0.277, -1.276], [-0.182, 2.246, 0.619], [-0.177, 0.601, -1.947], [-0.555, -1.603, 0.214], [2.986, -0.857, -0.607], [-2.743, -1.131, 1.119], [1.925, 0.868, 1.032], [-1.310, 0.761, 0.400], [-0.524, 0.065, -0.050], [0.648, -0.176, 0.127], [-0.544, -0.502, -0.217], [-0.374, -0.119, -1.553], [0.201, -0.438, -0.050], [0.904, -0.015, 0.900], [0.131, -0.035, -0.128], [-0.389, 0.327, 0.147], [-0.705, 0.122, 0.635], [-0.636, -2.040, -2.590], [2.677, 0.779, 1.922], [0.004, 2.014, -1.679], [2.190, -0.548, 0.848], [-0.571, -1.036, 0.373], [-1.583, 2.043, 0.840], [0.653, -0.569, 0.002], [-1.491, -0.320, -0.117], [-0.541, 0.212, -0.100], [-0.064, -0.495, -0.072], [0.178, 0.492, 0.558], [-0.001, -0.049, 0.032], [-0.498, -0.057, 0.305], [0.398, -0.547, -0.955], [-0.783, -0.369, -1.195], [2.077, -0.269, 1.834], [-2.467, 0.709, -0.475], [1.910, -1.522, 0.828], [-2.174, 0.073, 0.969], [-1.259, -0.860, -0.592], [2.709, 0.485, 1.069], [-0.438, 0.071, 0.121], [-0.209, 0.542, -0.133], [0.419, 0.307, 0.002], [0.266, -0.402, -0.089], [-0.761, 0.336, -1.095], [0.755, 0.878, -0.357], [-0.575, -0.031, -0.742], [0.530, 0.059, -0.140], [-2.294, 0.551, 1.494], [2.719, 2.774, -3.847], [0.665, -2.795, 0.512], [-0.460, -0.140, 2.617], [0.690, 0.710, -1.262], [-2.814, -1.853, -1.254], [-0.060, 0.291, 1.670], [-0.191, -0.509, 0.273], [0.152, 0.020, -0.515], [0.340, 0.445, 0.521], [0.904, -0.349, 0.037], [0.165, 0.394, 0.060], [0.166, 0.015, 0.034], [0.165, 0.649, -0.609], [-0.143, -0.209, 0.267], [0.090, -0.023, 0.433], [-2.274, -1.006, -0.998], [0.305, 0.293, -0.258], [0.018, 0.411, 0.794], [-0.730, -0.620, -0.710], [0.310, -0.061, 0.825], [2.060, 0.118, -0.726], [0.342, 0.216, 0.032], [0.089, 0.106, 0.436], [-0.406, 0.615, 0.024], [-0.031, -0.073, -0.062], [0.320, 0.219, 0.163], [0.327, 0.100, -0.231], [-0.256, 0.239, -0.107], [-0.174, -0.527, 0.384], [-0.896, 0.343, 0.695], [-1.764, -2.290, -1.491], [2.250, 1.044, 0.112], [1.150, 0.670, 2.270], [0.765, 0.843, 0.552], [-2.657, -0.157, 0.168], [1.280, 1.085, -0.920], [0.507, 0.163, -0.503], [-0.581, -0.125, -0.915], [-0.874, -0.696, -1.089], [0.597, -0.082, 1.001], [0.635, 0.160, 0.085], [-0.541, -0.459, -0.156], [0.030, -0.746, -0.134], [0.090, 0.252, 0.330], [1.454, -1.348, -0.093], [0.013, 0.318, -0.992], [-0.102, 1.343, 0.389], [-1.029, 2.647, 0.751], [1.291, -3.030, 0.669], [-0.342, 0.886, -0.869], [-2.042, -0.653, 0.698], [-0.509, 0.021, 0.111], [0.623, -0.479, -0.313], [0.395, 0.339, -0.863], [-0.114, 0.007, 0.424], [0.129, 0.176, 0.234], [-0.333, -0.009, 0.348], [0.204, 0.133, -0.057], [0.361, -0.357, -0.437], [-0.148, -0.758, 2.811], [-0.358, 0.872, -0.268], [0.681, -1.233, -2.267], [-0.990, 2.257, 1.615], [0.636, -1.662, -0.083], [0.140, -0.053, -0.401], [-0.334, -1.113, 0.426], [0.575, -0.124, -1.016], [0.117, 0.346, 0.307], [-0.189, -0.138, 0.031], [0.384, 0.771, -0.528], [-0.253, 0.128, -0.258], [0.181, 0.202, -0.065], [0.079, -0.419, -0.154], [-0.511, 0.938, -0.160], [2.010, -1.252, 4.209], [-1.947, 2.759, -4.837], [0.627, -0.100, -0.035], [0.495, 0.705, -0.911], [-1.538, 0.735, -0.564], [2.058, -1.834, 0.990], [-0.434, -0.191, -0.050], [0.094, -0.050, 0.182], [-0.055, -0.286, -0.368], [-0.231, -0.622, 0.429], [-0.012, 0.429, 0.853], [-0.427, 0.484, 0.809], [-0.957, -0.613, -0.219], [-0.003, -0.421, -0.118], [0.322, 0.256, -0.374], [1.549, 0.783, -0.597], [0.642, 1.366, 1.525], [-0.987, -2.304, -0.374], [-0.400, -0.172, 0.675], [0.289, 0.816, -0.369], [-2.121, 0.837, -1.645], [0.381, -1.301, 2.027], [-0.774, 0.101, -0.193], [-0.193, 0.917, -0.184], [-0.093, -0.107, -0.115], [0.164, -0.174, 0.068], [0.782, -0.297, -0.189], [0.534, -0.446, 0.531], [-0.155, 0.086, -1.006], [0.384, -0.112, -0.159]], "mulliken_charge": [-1.50, 0.86, -1.78, -0.82, -0.65, -1.34, 1.33, -2.05, -1.46, 0.50, -0.49, 0.34, 0.40, 0.34, 0.37, 0.38, 0.44, 0.34, 0.39, 0.39, 0.31, 0.45, 0.51, 0.42, 0.45, 0.48, 0.35, 0.40, 0.33, 0.33, -0.62, 0.99, -0.61, -0.80, -0.46, -0.66, -0.68, 0.37, 0.40, 0.30, 0.33, 0.29, 0.36, 0.29, 0.50, -0.64, 1.06, -0.63, -0.65, -0.51, -0.66, -0.65, 0.36, 0.32, 0.32, 0.26, 0.38, 0.30, 0.34, 0.40, -0.63, 1.03, -0.65, -0.59, -0.71, -0.62, -0.59, 0.44, 0.27, 0.40, 0.34, 0.27, 0.31, 0.42, 0.29, -0.61, 1.03, -0.66, -0.67, -0.58, -0.60, -0.67, 0.43, 0.31, 0.35, 0.32, 0.26, 0.33, 0.46, 0.30, -0.68, 1.09, -0.68, -0.58, -0.77, -0.58, -0.57, 0.39, 0.31, 0.34, 0.37, 0.31, 0.35, 0.37, 0.34, -0.65, 1.05, -0.63, -0.74, -0.58, -0.56, -0.56, 0.32, 0.40, 0.32, 0.34, 0.32, 0.25, 0.29, 0.42, -0.64, 1.08, -0.64, -0.70, -0.56, -0.61, -0.71, 0.39, 0.39, 0.25, 0.32, 0.41, 0.29, 0.34, 0.41, -0.64, 1.03, -0.62, -0.70, -0.53, -0.58, -0.71, 0.28, 0.47, 0.22, 0.39, 0.33, 0.34, 0.30, 0.43, -0.63, 1.01, -0.64, -0.70, -0.53, -0.71, -0.50, 0.48, 0.30, 0.28, 0.34, 0.31, 0.31, 0.41, 0.28, -0.61, 1.05, -0.63, -0.68, -0.63, -0.62, -0.69, 0.31, 0.43, 0.32, 0.38, 0.30, 0.33, 0.34, 0.40, -0.65, 1.04, -0.64, -0.60, -0.55, -0.58, -0.77, 0.34, 0.35, 0.30, 0.30, 0.33, 0.32, 0.34, 0.44]}